1.
# C2H4S3

C2H4S3 as an isolated structure (ωB97M-V/def2-TZVPD, the OMol25 dataset).

```
! wB97M-V def2-TZVPD RIJCOSX def2/J DEFGRID3
* xyz 0 1
C 0.683 -0.786 0.419
C -0.558 -0.032 -0.376
H 1.457 1.170 -0.569
H 0.767 -0.219 1.440
H 0.592 -1.802 0.632
H -2.526 1.491 -0.126
S 2.274 -0.249 -0.600
S -0.783 1.591 -0.294
S -1.906 -1.165 -0.526
*
```

**Gap between HOMO and LUMO**: 0.2623 hartree
**E_HOMO**: -8.7 eV
**Energy above the lowest of the compared OMol25 structures with the same formula, charge and spin**: 383.1 kJ/mol

=====

2.
# C2H10O3

A 4-piece molecular cluster, C2H10O3 overall (ωB97M-V/def2-TZVPD, the OMol25 dataset).

```
! wB97M-V def2-TZVPD RIJCOSX def2/J DEFGRID3
* xyz 0 1
C -2.442 -0.771 -0.059
C -1.790 0.160 0.632
H -1.878 -1.507 -0.624
H -3.517 -0.714 -0.144
H -0.778 0.085 1.003
H -2.299 1.072 0.907
O 2.690 0.066 -0.428
H 2.271 0.900 -0.147
H 3.535 0.060 0.033
O 0.954 -2.425 -0.535
H 1.643 -1.744 -0.620
H 0.286 -1.976 -0.006
O 0.726 2.118 0.234
H 0.536 3.041 0.029
H 0.063 1.635 -0.275
*
```

**Structure (SMILES)**: C=C.O.O.O
**Gap between HOMO and LUMO**: 0.3981 hartree
**E_HOMO**: -10.3 eV
**Energy above the lowest of the compared OMol25 structures with the same formula, charge and spin**: 76.6 kJ/mol

=====

3.
# C7H7N

One molecule with the formula C7H7N (ωB97M-V/def2-TZVPD, the OMol25 dataset).

```
! wB97M-V def2-TZVPD RIJCOSX def2/J DEFGRID3
* xyz 0 1
C 1.460 0.190 1.279
C 0.426 0.074 2.161
C -0.757 -0.430 1.472
C -1.435 -0.327 -1.167
C -0.451 -0.136 -2.093
C 0.824 -0.003 -1.547
C 0.729 0.373 -0.188
H 2.392 0.856 1.598
H 0.567 0.354 3.281
H -1.876 -0.554 1.615
H -2.595 -0.453 -1.104
H -0.641 0.160 -3.199
H 1.732 0.069 -2.341
H 0.519 1.450 -0.068
N -0.698 -0.046 0.101
*
```

**Gap between HOMO and LUMO**: 0.2429 hartree
**E_HOMO**: -6.5 eV
**Energy above the lowest of the compared OMol25 structures with the same formula, charge and spin**: 479.2 kJ/mol

=====

Q: Among the records above, which one has the lowest E_HOMO?
A: C2H10O3

=====

Q: The highest E_HOMO belongs to which entry?
A: C7H7N

=====

Q: What is the formula in the second record?
A: C2H10O3